Record 1
ORCA calculation (ωB97M-V/def2-TZVPD) on C45H45BrCl2IN10O9SSeY as an isolated structure at a distorted geometry.

```
! RIJCOSX wB97M-V def2-TZVPD def2/J DEFGRID3
* xyz -2 1
I 0.760 -1.551 4.495
Y 0.944 -0.426 1.015
Br 0.752 -3.241 7.657
Se -2.037 -1.090 1.228
Cl 0.629 -1.914 -1.356
Cl -7.650 -0.514 1.438
S 4.198 -0.054 -1.085
O -0.560 -1.900 1.432
O 5.587 -0.296 -0.762
O 3.751 1.304 -1.264
O -3.008 -1.912 0.219
O -1.411 0.301 0.518
O 0.107 1.093 2.587
O -2.725 3.037 -4.557
O -2.654 -0.773 2.703
O -2.070 2.564 1.930
N 3.215 -0.707 -0.001
N -0.023 2.388 -2.273
N 0.300 3.475 -1.520
N 2.416 -2.353 1.293
N 2.058 2.326 2.547
N 4.203 -1.127 3.264
N 0.848 1.576 -0.465
N 2.673 1.071 2.456
N 3.080 -2.821 -6.237
N 4.310 -2.837 -0.057
C 3.356 -2.167 -5.020
C 6.769 -1.308 2.209
C 0.761 2.186 2.661
C -1.928 -4.849 4.187
C -4.700 1.854 0.133
C -0.069 5.756 3.627
C 2.359 -3.601 1.707
C 2.864 -0.433 -3.430
C -0.336 -3.212 4.960
C -1.366 3.539 2.510
C 0.821 2.930 -0.445
C -4.313 3.171 -2.001
C 4.246 -4.078 0.397
C -0.322 -3.838 6.201
C 4.686 -1.938 -3.023
C -2.694 0.734 -3.656
C -0.010 3.449 2.864
C -5.143 2.252 -1.127
C -2.283 2.252 -3.430
C -2.056 4.739 2.732
C 3.941 1.127 2.481
C 6.035 -0.145 2.075
C -6.677 0.562 0.455
C -4.081 0.656 -4.313
C -2.806 2.853 -2.115
C -6.378 1.792 -1.566
C -5.452 1.001 0.927
C -1.719 0.021 -4.602
C 4.919 -2.236 3.389
C 3.363 -2.002 0.392
C -1.416 5.829 3.283
C -1.907 -5.468 5.428
C -7.153 0.948 -0.783
C 0.610 4.571 3.411
C -1.105 -4.961 6.437
C -2.793 -0.077 -2.358
C 4.416 -2.582 -4.220
C 0.328 1.278 -1.645
C 3.284 -4.540 1.283
C -0.760 2.546 -3.510
C -1.151 -3.727 3.951
C 6.204 -2.380 2.880
C 4.749 -0.107 2.602
C 2.595 -1.071 -4.626
C 3.905 -0.866 -2.620
H 4.443 -3.054 3.919
H 1.771 -0.734 -5.244
H -1.972 6.746 3.445
H -4.840 1.181 -3.734
H -3.738 2.173 0.512
H -0.654 3.599 -3.764
H -1.077 -5.429 7.411
H -1.938 -0.008 -1.694
H -3.678 2.929 -4.624
H -2.897 -1.136 -2.601
H 1.657 4.477 3.665
H 5.026 -3.423 -4.531
H -1.513 0.608 -5.500
H 3.248 -5.566 1.616
H -2.251 3.779 -1.947
H -8.108 0.579 -1.133
H -2.559 -5.226 3.393
H 6.411 0.701 1.518
H -3.662 0.199 -1.764
H 7.758 -1.380 1.773
H -4.088 1.031 -5.341
H 5.496 -2.261 -2.387
H -2.159 -0.928 -4.916
H -2.517 -6.341 5.619
H -3.098 4.774 2.447
H -0.776 -0.225 -4.109
H 6.734 -3.314 3.006
H 3.369 -3.789 -6.234
H 0.189 0.270 -2.013
H 1.207 3.512 0.373
H 4.448 2.093 2.447
H -0.275 1.960 -4.282
H -1.164 -3.223 2.989
H -4.801 3.220 -2.980
H 0.439 6.609 4.057
H -4.396 4.187 -1.607
H 2.267 0.411 -3.116
H 2.105 -2.761 -6.494
H -5.067 0.659 1.879
H -1.553 1.732 1.808
H -4.390 -0.389 -4.344
H 1.555 -3.838 2.397
H -6.742 2.086 -2.545
H -2.507 2.189 -1.300
H 5.010 -4.758 0.030
*
```

Calculated values
E_tot, eV: -261144.783
E_LUMO, eV: 3.65
HOMO energy, eV: -3.54
HOMO-LUMO gap, eV: 7.18
ΔE to the lowest compared entry with this formula, charge and spin, kcal/mol: 25.7

=====

Record 2
ORCA calculation (ωB97M-V/def2-TZVPD) on one molecule with the formula C2H4ClP at a distorted geometry.

```
! RIJCOSX wB97M-V def2-TZVPD def2/J DEFGRID3
* xyz 0 1
Cl 0.485 2.143 -1.180
P -0.078 1.320 0.597
C -0.749 -0.563 -0.221
C 0.610 -0.307 0.433
H 0.796 -0.760 1.386
H -1.500 -1.190 0.424
H 1.385 -0.552 -0.230
H -0.949 -0.090 -1.209
*
```

Calculated values
E_tot, eV: -23948.832
E_LUMO, eV: 0.68
HOMO energy, eV: -8.73
HOMO-LUMO gap, eV: 9.41
SMILES: ClP1CC1
ΔE to the lowest compared entry with this formula, charge and spin, kcal/mol: 15.2

=====

Record 3
ORCA calculation (ωB97M-V/def2-TZVPD) on C20H28AsN5ORu as an isolated structure at a distorted geometry.

```
! RIJCOSX wB97M-V def2-TZVPD def2/J DEFGRID3
* xyz 4 5
Ru 9.240 15.025 5.114
As 6.982 14.465 4.764
O 9.588 13.032 5.489
N 9.374 17.014 5.000
N 10.490 10.892 5.247
N 8.007 21.854 5.231
N 10.094 22.000 4.353
N 11.339 15.002 5.181
C 9.406 25.646 4.443
C 6.343 14.281 6.626
C 10.403 17.677 4.415
C 9.236 19.757 4.941
C 10.375 19.067 4.407
C 8.214 23.251 4.952
C 9.110 21.169 4.851
C 11.614 9.957 5.543
C 8.141 25.595 5.019
C 10.165 24.458 4.214
C 5.592 15.575 3.921
C 13.910 15.183 5.686
C 6.515 12.571 4.248
C 8.218 19.029 5.544
C 7.489 24.343 5.294
C 12.483 15.051 5.403
C 10.593 12.240 5.386
C 9.334 10.261 4.574
C 9.566 23.250 4.458
C 8.393 17.641 5.690
H 12.082 9.430 4.624
H 6.507 24.256 5.800
H 11.264 19.649 4.017
H 7.556 26.442 5.312
H 11.589 12.648 5.369
H 7.261 19.547 5.835
H 9.884 26.577 4.250
H 7.089 12.445 3.332
H 7.056 21.426 5.410
H 8.452 10.677 5.026
H 12.427 10.427 6.165
H 11.206 24.459 3.886
H 9.359 9.147 4.746
H 14.336 14.415 6.366
H 7.815 17.044 6.413
H 5.860 16.608 3.960
H 11.120 17.088 3.803
H 9.325 10.475 3.474
H 7.196 13.843 7.159
H 14.129 16.205 6.084
H 11.221 9.152 6.245
H 4.603 15.516 4.392
H 6.605 11.818 5.022
H 5.480 12.620 3.905
H 6.203 15.305 6.990
H 5.384 13.740 6.711
H 14.508 15.091 4.776
H 5.435 15.351 2.886
*
```

Calculated values
E_tot, eV: -94068.951
E_LUMO (spin up / spin down), eV: -12.74 / -14.61
HOMO energy (spin up / spin down), eV: -19.40 / -19.55
HOMO-LUMO gap (spin up / spin down), eV: 6.66 / 4.93
⟨S²⟩: 6.041

=====

Record 4
ORCA calculation (ωB97M-V/def2-TZVPD) on an isolated ion of composition C7H13N2 and charge +1 at a distorted geometry.

```
! RIJCOSX wB97M-V def2-TZVPD def2/J DEFGRID3
* xyz 1 1
N 1.379 0.834 -0.053
N 0.463 -1.372 -0.259
C 1.804 -1.485 0.345
C -3.674 0.361 0.081
C 2.448 -0.183 -0.111
C 1.939 2.136 0.051
C 0.124 0.039 -0.164
C -1.186 0.536 -0.057
C -2.311 -0.207 -0.046
H 2.826 -0.268 -1.138
H 2.335 -2.377 0.014
H 3.282 0.088 0.536
H 1.284 2.980 0.058
H -0.270 -1.920 0.213
H -4.083 0.150 1.072
H -2.268 -1.288 -0.117
H 3.000 2.203 0.078
H 0.483 -1.676 -1.245
H -3.670 1.439 -0.066
H -1.265 1.611 0.019
H 1.704 -1.501 1.433
H -4.345 -0.100 -0.644
*
```

Calculated values
E_tot, eV: -10440.155
E_LUMO (spin up / spin down), eV: -3.84 / -3.30
HOMO energy (spin up / spin down), eV: -10.88 / -11.01
HOMO-LUMO gap (spin up / spin down), eV: 7.05 / 7.71
ΔE to the lowest compared entry with this formula, charge and spin, kcal/mol: 93.2

=====

Record 5
ORCA calculation (ωB97M-V/def2-TZVPD) on C17H23I2InIrNO4SSi as an isolated structure at a distorted geometry.

```
! RIJCOSX wB97M-V def2-TZVPD def2/J DEFGRID3
* xyz 4 5
Ir -0.060 1.887 -1.093
I 2.636 -0.813 -0.340
I 2.792 2.380 -0.228
In -0.247 -0.102 0.601
S 1.409 1.224 -2.761
Si -1.739 -0.141 3.722
O -1.833 -2.547 -1.202
O -0.978 -4.490 0.988
O -3.011 2.011 -1.822
O -0.243 3.581 1.437
N -0.187 -0.165 2.871
C 0.682 0.267 -4.125
C 3.664 -0.234 4.479
C 1.007 -0.036 3.546
C -0.819 0.125 -4.077
C 1.335 -1.108 -4.124
C 3.366 0.577 3.380
C -1.872 1.936 -1.579
C 2.040 0.805 3.042
C -0.157 2.961 0.453
C -2.002 -1.764 4.605
C 1.124 1.107 -5.330
C 2.620 -0.862 5.182
C -1.622 -3.605 1.371
C -3.141 0.095 2.493
C 1.303 -0.766 4.726
C -1.727 1.289 4.909
C -1.403 -2.085 -0.224
H -3.018 0.982 1.856
H -2.636 1.233 5.527
H 0.757 2.131 -5.215
H -3.068 -1.860 4.862
H 1.060 -1.671 -3.229
H 4.153 1.051 2.788
H 1.011 -1.661 -5.014
H -1.720 -2.611 3.968
H 2.216 1.150 -5.387
H -1.303 1.102 -4.085
H 4.702 -0.370 4.791
H 0.504 -1.291 5.246
H -1.131 -0.433 -3.190
H 2.837 -1.434 6.082
H 1.774 1.561 2.297
H -1.434 -1.820 5.542
H -3.294 -0.776 1.846
H 0.745 0.693 -6.267
H -1.136 -0.433 -4.967
H 2.424 -1.030 -4.141
H -0.851 1.276 5.571
H -4.067 0.224 3.076
H -1.748 2.248 4.375
*
```

Calculated values
E_tot, eV: -70562.490
E_LUMO (spin up / spin down), eV: -15.14 / -17.18
HOMO energy (spin up / spin down), eV: -21.14 / -21.44
HOMO-LUMO gap (spin up / spin down), eV: 6.01 / 4.27
⟨S²⟩: 6.057

=====

Record 6
ORCA calculation (ωB97M-V/def2-TZVPD) on one molecule with the formula C4H6O2 at a distorted geometry.

```
! RIJCOSX wB97M-V def2-TZVPD def2/J DEFGRID3
* xyz 0 1
O -1.852 -0.724 -0.401
O 1.838 0.604 1.050
C -0.613 -0.483 0.247
C 1.836 0.103 -0.178
C -1.619 0.570 0.136
C 0.586 -0.505 -0.649
H 0.383 -0.014 -1.612
H -2.224 0.831 1.003
H 2.769 0.768 0.714
H -0.498 -0.983 1.209
H -1.486 1.365 -0.600
H 0.880 -1.531 -0.918
*
```

Calculated values
E_tot, eV: -8335.540
E_LUMO, eV: 0.93
HOMO energy, eV: -8.65
HOMO-LUMO gap, eV: 9.58
ΔE to the lowest compared entry with this formula, charge and spin, kcal/mol: 113.5